{"formula": "C26H26ClN5O2", "method": "the ωB97M-V functional and the def2-TZVPD basis", "e_homo_ev": -7.529, "relative_energy_kcal_mol": 0.7, "smiles": "Cc1cc(-c2cc(O)ccc2Cl)cc2nnc(Nc3ccc(OCCN4CCCC4)cc3)nc12", "species": ["C", "C", "C", "C", "C", "C", "C", "O", "C", "C", "C", "Cl", "C", "C", "N", "N", "C", "N", "C", "C", "C", "C", "O", "C", "C", "N", "C", "C", "C", "C", "C", "C", "N", "C", "H", "H", "H", "H", "H", "H", "H", "H", "H", "H", "H", "H", "H", "H", "H", "H", "H", "H", "H", "H", "H", "H", "H", "H", "H", "H"], "positions_angstrom": [[1.28343, -2.00535, -0.80769], [-0.17915, -2.28262, -0.93295], [-0.67675, -3.51331, -1.26344], [-2.06370, -3.77456, -1.36997], [-2.50475, -5.12985, -1.74480], [-1.98797, -5.72152, -2.89361], [-2.38484, -6.99020, -3.29204], [-1.89963, -7.57985, -4.41431], [-3.30986, -7.69227, -2.52345], [-3.81961, -7.12399, -1.37444], [-3.42391, -5.85283, -0.98755], [-4.05467, -5.19829, 0.48738], [-2.96753, -2.76745, -1.14721], [-2.49904, -1.48415, -0.81370], [-3.37764, -0.48021, -0.59852], [-2.95495, 0.68039, -0.30280], [-1.61300, 0.91224, -0.20393], [-1.32782, 2.19571, 0.10489], [-0.10511, 2.84295, 0.25084], [-0.11571, 4.21361, 0.49221], [1.06075, 4.92453, 0.63933], [2.28543, 4.27081, 0.54540], [3.51007, 4.85927, 0.64136], [3.60049, 6.24129, 0.91756], [3.30658, 6.59638, 2.39625], [4.41696, 6.48930, 3.30367], [5.49048, 7.46959, 3.14876], [6.80220, 6.68760, 3.26540], [6.37885, 5.43398, 4.02708], [5.00132, 5.16176, 3.43663], [2.29403, 2.89390, 0.31325], [1.12179, 2.18611, 0.16715], [-0.67173, 0.00149, -0.38897], [-1.10329, -1.23015, -0.70303], [1.57129, -1.21402, -1.49806], [1.50841, -1.65666, 0.19892], [1.86890, -2.89672, -1.01680], [0.00785, -4.33295, -1.43433], [-1.27794, -5.16572, -3.49239], [-1.27896, -6.98890, -4.85773], [-3.61194, -8.67692, -2.84019], [-4.52873, -7.66614, -0.76951], [-4.03105, -2.91962, -1.23610], [-2.15461, 2.77062, 0.20607], [-1.05931, 4.73586, 0.56566], [1.00388, 5.98517, 0.82561], [4.63460, 6.50005, 0.67327], [2.94044, 6.80898, 0.25070], [2.93668, 7.62408, 2.44582], [2.52029, 5.92969, 2.76351], [5.42669, 8.01469, 2.20091], [5.40117, 8.20162, 3.96107], [7.57897, 7.25381, 3.77561], [7.16846, 6.41234, 2.27481], [7.06521, 4.60046, 3.89174], [6.29065, 5.65510, 5.09075], [5.09839, 4.64809, 2.46976], [4.36927, 4.55268, 4.08838], [3.24773, 2.39463, 0.24615], [1.13861, 1.12573, -0.01530]], "lowdin_charge": [-0.04, -0.20, 0.03, -0.20, -0.21, 0.03, -0.31, 0.06, -0.01, -0.09, -0.60, 0.72, 0.01, -0.19, 0.09, 0.08, -0.34, 0.12, -0.23, -0.02, -0.02, -0.27, -0.07, -0.17, -0.17, -0.18, -0.19, -0.17, -0.17, -0.19, 0.01, -0.01, 0.19, -0.16, 0.08, 0.08, 0.08, 0.13, 0.13, 0.11, 0.12, 0.11, 0.12, 0.14, 0.11, 0.11, 0.12, 0.12, 0.12, 0.12, 0.11, 0.11, 0.10, 0.11, 0.11, 0.11, 0.11, 0.12, 0.12, 0.08]}